{
  "formula": "C23H55FNO9",
  "method": "the ωB97M-V functional and the def2-TZVPD basis",
  "symbols": ["C", "C", "F", "C", "O", "C", "O", "C", "C", "C", "O", "O", "C", "N", "H", "H", "H", "H", "H", "H", "H", "H", "H", "H", "H", "H", "H", "H", "H", "C", "C", "C", "O", "H", "H", "H", "H", "H", "H", "H", "H", "C", "C", "C", "O", "H", "H", "H", "H", "H", "H", "H", "H", "C", "C", "C", "O", "H", "H", "H", "H", "H", "H", "H", "H", "C", "C", "C", "O", "H", "H", "H", "H", "H", "H", "H", "H", "C", "C", "C", "O", "H", "H", "H", "H", "H", "H", "H", "H"],
  "positions_angstrom": [[-2.499, 2.158, -2.677], [-1.363, 2.841, -3.373], [-1.603, 4.139, -3.558], [0.057, 2.665, -2.723], [0.816, 3.797, -3.093], [0.100, 2.632, -1.191], [0.583, 1.414, -0.629], [-0.005, 0.278, -1.241], [0.407, -0.942, -0.410], [0.466, -2.207, -1.215], [1.434, -2.812, -1.342], [-0.694, -2.616, -1.821], [0.498, 0.160, -2.663], [0.739, 1.481, -3.340], [-3.393, 2.389, -3.246], [-2.424, 1.074, -2.697], [-2.692, 2.520, -1.676], [-1.313, 2.412, -4.382], [1.072, 3.701, -4.023], [0.799, 3.393, -0.878], [-0.854, 2.873, -0.733], [-1.087, 0.366, -1.154], [1.321, -0.771, 0.138], [-0.370, -1.104, 0.326], [-0.576, -2.556, -2.776], [-0.157, -0.480, -3.236], [1.453, -0.356, -2.653], [0.552, 1.390, -4.341], [1.745, 1.665, -3.261], [-5.142, -2.661, -2.172], [-4.980, -1.178, -1.881], [-6.009, -0.348, -2.630], [-3.657, -0.756, -2.246], [-5.002, -2.862, -3.238], [-4.392, -3.241, -1.633], [-6.131, -3.013, -1.881], [-5.076, -1.002, -0.809], [-5.896, -0.478, -3.711], [-5.876, 0.714, -2.417], [-7.024, -0.634, -2.353], [-3.555, -0.910, -3.193], [3.107, -1.164, -5.154], [4.516, -1.132, -4.588], [5.361, -2.273, -5.130], [4.451, -1.198, -3.162], [2.598, -2.090, -4.873], [2.526, -0.333, -4.736], [3.103, -1.082, -6.241], [4.988, -0.179, -4.834], [4.927, -3.238, -4.854], [6.363, -2.237, -4.706], [5.440, -2.227, -6.217], [4.040, -2.038, -2.918], [-0.076, -0.184, 4.940], [0.638, -0.457, 3.626], [1.546, 0.698, 3.240], [-0.331, -0.685, 2.590], [-0.708, 0.706, 4.859], [-0.730, -1.016, 5.204], [0.636, -0.029, 5.752], [1.227, -1.372, 3.710], [0.964, 1.616, 3.107], [2.047, 0.496, 2.291], [2.303, 0.878, 4.002], [-0.862, 0.116, 2.505], [4.341, 4.683, 4.003], [3.096, 3.919, 4.425], [2.234, 4.742, 5.371], [3.469, 2.693, 5.054], [4.960, 4.922, 4.872], [4.952, 4.079, 3.330], [4.082, 5.615, 3.497], [2.514, 3.650, 3.541], [2.786, 4.982, 6.283], [1.349, 4.180, 5.669], [1.914, 5.675, 4.905], [3.986, 2.908, 5.839], [-1.945, -5.084, 3.508], [-2.496, -4.007, 4.430], [-3.071, -2.843, 3.638], [-1.461, -3.539, 5.293], [-1.136, -4.684, 2.890], [-1.530, -5.908, 4.088], [-2.722, -5.478, 2.850], [-3.269, -4.433, 5.070], [-2.296, -2.374, 3.026], [-3.458, -2.075, 4.311], [-3.881, -3.172, 2.983], [-0.767, -3.161, 4.741]],
  "lowdin_charge": [-0.0074, -0.3403, 0.0752, -0.3637, 0.0615, -0.0564, -0.0508, -0.2879, -0.0084, -0.5575, 0.1963, 0.0973, -0.0344, 0.1707, 0.1023, 0.0578, 0.0967, 0.1536, 0.1268, 0.1480, 0.1374, 0.1464, 0.1383, 0.1199, 0.1091, 0.1365, 0.1302, 0.1827, 0.1971, -0.0542, -0.4808, -0.0561, -0.0906, 0.0838, 0.0811, 0.0867, 0.1410, 0.0838, 0.0756, 0.0866, 0.0831, -0.0612, -0.4944, -0.0511, -0.0547, 0.0876, 0.0403, 0.0872, 0.1394, 0.0873, 0.0867, 0.0853, 0.0857, -0.0422, -0.4728, -0.0547, -0.0834, 0.0873, 0.0615, 0.0906, 0.1417, 0.0816, 0.0743, 0.0692, 0.0919, -0.0613, -0.5032, -0.0591, -0.0688, 0.0838, 0.0795, 0.0803, 0.1237, 0.0841, 0.0777, 0.0807, 0.0931, -0.0609, -0.4895, -0.0643, -0.0574, 0.0780, 0.0809, 0.0792, 0.1391, 0.0586, 0.0813, 0.0775, 0.0675],
  "charge": 1,
  "multiplicity": 1,
  "lumo_ha": -0.1224,
  "homo_ev": -11.60,
  "total_energy_ev": -47370.427,
  "homo_lumo_gap_ev": 8.3
}

=====

{
  "formula": "C3H10N2",
  "method": "the ωB97M-V functional and the def2-TZVPD basis",
  "symbols": ["N", "C", "C", "N", "C", "H", "H", "H", "H", "H", "H", "H", "H", "H", "H"],
  "positions_angstrom": [[-2.401, 1.614, -1.185], [-0.672, -1.480, -0.528], [-1.046, -0.273, -0.092], [2.873, 0.282, 1.688], [1.892, -0.344, 0.782], [-2.405, 2.101, -2.070], [-2.987, 1.941, -0.434], [-1.076, -1.934, -1.413], [0.177, -1.926, -0.011], [-1.557, 0.499, -0.834], [-1.103, -0.082, 0.972], [3.196, 1.118, 1.185], [2.110, -1.167, 1.433], [0.905, 0.214, 0.769], [2.094, -0.562, -0.262]],
  "nbo_charge": [-1.0986, -0.3283, -0.2934, -0.4378, -0.5451, 0.3624, 0.3537, 0.2194, 0.2133, 0.2856, 0.2360, 0.2968, 0.2567, 0.2622, 0.2170],
  "charge": 0,
  "multiplicity": 1,
  "lumo_ha": -0.1397,
  "homo_ev": -7.36,
  "total_energy_ev": -6242.407,
  "homo_lumo_gap_ev": 3.6
}

=====

{
  "formula": "C4H8N2O",
  "method": "the ωB97M-V functional and the def2-TZVPD basis",
  "symbols": ["C", "C", "N", "C", "C", "N", "O", "H", "H", "H", "H", "H", "H", "H", "H"],
  "positions_angstrom": [[0.259, 1.975, 0.332], [0.553, 0.655, -0.362], [1.485, -0.233, 0.396], [0.492, -1.338, 0.442], [-0.489, -0.438, -0.258], [-1.676, -0.517, -0.686], [-2.217, -1.768, -0.390], [1.104, 2.664, 0.227], [0.090, 1.797, 1.398], [-0.633, 2.448, -0.095], [0.860, 0.827, -1.404], [2.304, -0.480, -0.147], [0.222, -1.638, 1.461], [0.747, -2.238, -0.132], [-3.099, -1.716, -0.781]],
  "nbo_charge": [-0.6095, -0.0857, -0.6115, -0.2911, 0.2073, -0.1320, -0.5735, 0.2130, 0.2167, 0.2179, 0.1958, 0.3583, 0.2116, 0.2061, 0.4767],
  "charge": 0,
  "multiplicity": 1,
  "lumo_ha": 0.0360,
  "homo_ev": -9.22,
  "total_energy_ev": -9302.842,
  "homo_lumo_gap_ev": 10.2,
  "smiles": "C[C@H]1NC/C1=N\\O"
}

=====

multiplicity of number 3 (C4H8N2O)? 1